Entry 1:
C19H26N4O4S as an isolated structure. Source: OMol25; level of theory: the ωB97M-V functional and the def2-TZVPD basis.

As for the HOMO energy: -8.14 eV. For the HOMO-LUMO gap, the calculation gives 8.68 eV.

XYZ file:
```
54
Properties=species:S:1:pos:R:3:forces:R:3
C 6.175 -1.926 -2.074 -3.020 -2.560 -2.910
C 4.624 -2.148 -1.819 4.551 -8.109 2.103
O 4.434 -2.246 -0.374 10.103 2.624 -6.983
C 3.359 -2.447 0.124 -7.483 -2.073 -5.834
C 3.384 -2.429 1.337 -1.961 -0.507 14.953
C 2.265 -2.619 2.230 1.902 1.040 -1.059
C 1.172 -2.768 1.601 -10.172 -3.464 -5.663
C 0.961 -2.961 0.052 6.002 1.365 4.491
C 2.182 -2.802 -0.599 -2.929 0.702 0.451
H 2.199 -2.700 -1.650 0.075 -0.436 -1.111
H 0.023 -3.223 -0.291 -1.451 -0.402 -0.950
N -0.277 -3.163 2.215 1.550 6.572 -10.591
C -1.378 -2.315 1.891 -3.204 -7.306 10.383
O -2.423 -2.673 2.901 4.760 2.684 -5.938
C -1.591 -1.369 0.896 0.938 4.373 0.447
C -1.904 0.000 1.756 -5.069 -1.094 -4.183
N -2.082 1.166 0.635 -1.367 -4.855 4.676
S -0.652 1.734 0.178 -2.191 1.633 1.228
O -0.364 1.016 -1.003 2.970 -1.315 -1.782
O 0.144 1.845 1.409 -0.410 -0.049 -2.479
C -1.320 3.228 -0.427 -0.168 1.759 3.972
C -1.636 4.197 0.733 -1.419 0.570 -13.185
N -2.133 5.287 -0.100 1.911 -1.190 1.672
N -1.878 5.086 -1.345 -2.229 -1.550 -4.814
C -1.699 3.682 -1.743 0.817 7.286 11.460
C -1.294 3.274 -2.950 6.399 -2.794 -2.892
H -2.045 3.055 -3.539 -3.925 -1.033 -3.392
H -0.770 2.264 -2.738 -0.587 1.536 -0.818
H -0.579 3.920 -3.523 -0.626 -0.318 0.772
H -2.384 6.299 0.139 0.681 -2.190 -0.074
C -1.857 4.182 2.042 4.664 -0.174 4.543
H -1.601 5.181 2.318 -0.178 0.898 1.093
H -2.765 3.901 2.402 -2.387 -1.335 1.193
H -0.904 3.601 2.293 -1.704 0.136 1.258
C -3.047 0.703 -0.409 -1.743 -9.524 9.199
C -2.902 -0.676 -0.930 7.793 5.571 -5.458
C -2.686 -1.782 -0.179 -1.931 4.149 10.019
H -2.195 -2.567 -0.298 2.934 -7.357 -3.610
H -3.557 -1.952 0.508 0.313 -0.564 -0.596
H -3.511 -0.994 -1.633 -3.474 -0.089 -4.046
H -1.751 -0.323 -1.521 -3.108 -2.144 0.785
H -2.968 1.470 -0.843 -0.215 9.887 -8.605
H -4.009 0.584 0.077 -0.546 1.290 0.739
H -1.139 0.390 2.325 1.329 -0.009 1.910
H -2.973 -0.307 2.164 2.360 1.495 -0.084
H -0.655 -0.979 0.479 0.026 -1.124 -0.795
H -0.141 -3.428 3.048 -0.026 -2.500 8.194
H 2.161 -2.425 3.255 0.968 -0.061 1.450
H 4.146 -2.393 2.064 2.305 0.674 -0.713
H 4.459 -3.345 -2.149 -0.224 3.337 0.153
H 4.008 -1.497 -2.220 -2.982 3.126 -2.112
H 6.738 -2.808 -1.755 0.110 0.853 0.582
H 6.283 -0.974 -1.769 1.725 2.983 1.986
H 6.353 -1.827 -3.188 -0.454 -0.415 0.965
```
Forces are in eV/Å.

Löwdin atomic charge list, values in e, 6 entries:
1. C -0.04
2. C -0.14
3. O 0.02
4. C -0.51
5. C -0.03
6. C -0.03

---

Entry 2:
C19H26N4SV as an isolated structure. Source: OMol25; level of theory: the ωB97M-V functional and the def2-TZVPD basis.

As for the HOMO energy (spin up / spin down): -6.38 / -7.61 eV. The expectation value of S² is 3.77. For the HOMO-LUMO gap (spin up / spin down), the calculation gives 6.74 / 7.98 eV. Its spin multiplicity is 4.

XYZ file:
```
51
Properties=species:S:1:pos:R:3:forces:R:3
V -0.629 0.129 0.600 -0.541 -0.219 0.348
C 0.442 0.560 2.479 0.225 -0.028 0.245
C 1.378 0.221 1.458 0.416 -0.103 0.397
C 1.118 -1.111 1.046 0.383 -0.272 0.132
C 0.040 -1.616 1.840 0.246 -0.136 0.210
C -0.362 -0.595 2.724 0.237 -0.010 0.216
C -1.368 -0.699 3.829 0.025 -0.074 -0.005
C -0.483 -3.018 1.772 -0.030 0.037 -0.006
C 1.876 -1.920 0.027 -0.022 0.070 0.084
C 2.492 1.100 0.982 -0.014 0.052 -0.069
C 0.411 1.827 3.287 0.019 -0.032 -0.054
H -0.903 -0.442 4.784 0.003 -0.031 0.007
H -1.759 -1.711 3.913 -0.017 -0.002 -0.016
H -2.211 -0.030 3.690 -0.044 0.081 -0.008
H 0.179 -3.707 2.304 0.009 -0.006 0.012
H -0.564 -3.357 0.740 0.016 -0.003 -0.018
H -1.477 -3.099 2.210 -0.005 0.014 -0.003
H 2.320 -2.804 0.490 0.013 0.013 0.015
H 2.689 -1.345 -0.417 -0.022 0.020 0.003
H 1.234 -2.268 -0.785 -0.043 0.000 0.014
H 3.346 1.048 1.663 -0.005 -0.001 -0.012
H 2.181 2.145 0.921 0.009 -0.002 0.013
H 2.840 0.811 -0.011 -0.009 0.003 0.010
H 0.991 1.727 4.211 -0.007 0.001 -0.024
H -0.607 2.099 3.574 -0.002 -0.026 -0.004
H 0.833 2.668 2.733 -0.007 -0.033 0.000
C -0.185 4.924 -2.221 0.066 -0.161 0.054
N 0.026 3.531 -1.858 -0.045 0.218 -0.265
C 0.560 2.546 -2.660 -0.020 0.080 0.053
C 0.478 1.394 -1.946 -0.092 0.059 0.246
N -0.102 1.656 -0.716 0.123 0.476 -0.875
C -0.366 2.945 -0.716 0.058 -0.059 0.285
H 0.707 5.315 -2.705 0.033 0.011 -0.012
H -0.373 5.502 -1.321 -0.007 -0.002 0.031
H -1.034 5.026 -2.894 -0.028 -0.030 -0.029
H 0.931 2.752 -3.649 -0.004 0.007 0.044
H 0.762 0.396 -2.230 -0.027 -0.013 0.027
H -0.831 3.488 0.092 -0.011 -0.016 -0.020
C -4.024 1.580 2.418 0.031 0.041 0.010
C -3.628 1.422 0.980 0.138 -0.243 0.161
C -4.079 2.299 0.027 -0.077 0.049 -0.170
C -3.650 2.075 -1.284 -0.067 0.014 -0.058
N -2.896 1.067 -1.648 0.083 -0.274 0.196
C -2.529 0.182 -0.666 -1.024 0.017 -0.429
S -1.652 -1.247 -1.104 -0.236 0.241 -0.100
N -2.848 0.366 0.661 0.191 0.321 -0.638
H -5.039 1.970 2.492 0.036 0.019 -0.004
H -3.360 2.282 2.930 0.030 -0.044 -0.002
H -3.974 0.622 2.926 -0.033 -0.032 0.020
H -4.749 3.110 0.278 0.018 -0.001 -0.024
H -3.960 2.749 -2.080 0.033 0.008 0.015
```
Forces are in eV/Å.

Löwdin atomic charge list, values in e, 6 entries:
1. V 0.52
2. C -0.29
3. C -0.30
4. C -0.30
5. C -0.30
6. C -0.27

---

Entry 3:
C19H26NO7P2PtSi as an isolated structure. Source: OMol25; level of theory: the ωB97M-V functional and the def2-TZVPD basis.

As for the HOMO energy: -5.52 eV. For the HOMO-LUMO gap, the calculation gives 7.99 eV. The charge is -1.

XYZ file:
```
57
Properties=species:S:1:pos:R:3:forces:R:3
Pt -0.034 0.012 0.128 0.077 0.458 -0.094
O 3.567 2.005 0.848 -0.006 0.036 0.000
P 2.656 0.889 1.571 -0.020 -0.136 -0.010
O 3.364 0.191 2.659 0.000 0.024 -0.005
O 2.079 0.087 0.417 0.105 -0.068 0.127
O 1.459 1.767 2.233 0.009 0.055 -0.136
P 0.365 2.702 1.481 0.019 -0.006 0.118
O -0.931 2.432 2.421 0.038 0.013 0.042
O 0.748 4.122 1.544 0.003 -0.012 -0.070
O 0.040 2.059 0.138 -0.083 -0.100 0.129
H 3.935 2.611 1.500 0.009 -0.011 0.005
H -0.908 3.071 3.143 -0.027 0.031 -0.033
C -2.041 0.098 -0.187 -0.277 -0.297 -0.080
Si -2.636 -1.494 0.508 0.048 0.090 -0.095
C -1.294 -2.682 -0.116 -0.015 0.032 0.028
N 0.043 -2.061 0.145 0.035 -0.118 0.028
C 0.545 -2.439 1.508 -0.034 -0.028 -0.014
C 0.911 -3.914 1.645 0.015 0.008 0.013
C 1.928 -4.316 0.582 0.001 0.024 0.000
C 1.385 -3.969 -0.800 -0.001 -0.003 -0.003
C 1.046 -2.486 -0.874 -0.010 -0.017 -0.003
C -2.717 -1.578 2.381 -0.029 -0.001 0.004
C -2.922 -2.795 3.039 -0.024 -0.004 -0.001
C -2.960 -2.869 4.423 0.011 0.005 0.003
C -2.788 -1.716 5.180 0.001 -0.012 -0.002
C -2.574 -0.502 4.545 0.009 0.015 0.006
C -2.537 -0.433 3.158 0.063 -0.005 -0.003
C -4.282 -2.152 -0.165 0.007 -0.046 0.035
C -4.463 -2.243 -1.549 0.009 -0.004 0.001
C -5.653 -2.696 -2.099 -0.001 -0.001 -0.002
C -6.703 -3.066 -1.269 -0.002 0.000 -0.002
C -6.552 -2.976 0.107 0.004 0.000 0.001
C -5.354 -2.525 0.648 -0.012 0.008 -0.017
H -2.490 1.002 0.230 0.078 0.018 0.056
H -2.232 0.118 -1.271 0.006 0.005 0.014
H -1.422 -2.759 -1.200 0.021 0.031 -0.006
H -1.336 -3.700 0.277 -0.033 0.002 -0.020
H -0.219 -2.151 2.227 0.022 0.000 0.006
H 1.429 -1.829 1.693 0.002 0.013 -0.019
H 0.025 -4.554 1.580 0.005 0.004 0.003
H 1.322 -4.053 2.647 -0.004 -0.004 0.001
H 2.175 -5.378 0.655 -0.020 -0.006 -0.003
H 2.851 -3.753 0.750 0.011 -0.018 -0.001
H 0.499 -4.574 -1.020 0.008 -0.008 0.003
H 2.120 -4.193 -1.577 0.003 0.009 0.001
H 0.642 -2.214 -1.849 0.011 0.009 -0.002
H 1.937 -1.882 -0.696 0.000 -0.008 0.000
H -3.051 -3.705 2.460 -0.005 0.002 0.000
H -3.116 -3.823 4.913 -0.001 -0.001 0.001
H -2.808 -1.769 6.261 -0.002 0.000 0.001
H -2.416 0.395 5.132 0.004 0.002 -0.008
H -2.319 0.513 2.677 -0.020 0.017 0.011
H -3.659 -1.942 -2.215 -0.001 -0.001 -0.002
H -5.765 -2.756 -3.175 0.000 0.001 0.000
H -7.636 -3.417 -1.693 0.000 -0.001 0.000
H -7.369 -3.256 0.762 0.000 0.000 0.000
H -5.254 -2.456 1.726 -0.011 0.002 -0.007
```
Forces are in eV/Å.

Löwdin atomic charge list, values in e, 6 entries:
1. Pt 1.05
2. O -0.13
3. P 0.17
4. O -0.31
5. O -0.44
6. O -0.29

---

Entry 4:
C19H27AuClN5OS as an isolated structure. Source: OMol25; level of theory: the ωB97M-V functional and the def2-TZVPD basis.

As for the HOMO energy: -12.52 eV. For the HOMO-LUMO gap, the calculation gives 3.19 eV. The charge is +2.

XYZ file:
```
55
Properties=species:S:1:pos:R:3:forces:R:3
Au -0.068 0.971 2.028 0.402 -0.715 0.260
C -0.412 2.648 4.450 -0.220 0.489 -0.012
C -1.717 3.127 3.809 0.273 -0.232 0.141
N -1.784 2.670 2.412 -0.109 0.185 -0.329
C -3.061 2.113 1.963 0.002 0.011 -0.007
C -3.403 0.760 2.594 0.076 -0.169 0.064
S -2.103 -0.515 2.399 0.353 0.555 -0.137
C -1.522 -0.903 4.087 -0.034 0.058 -0.139
C -1.155 0.320 4.892 -0.355 -0.344 0.045
N -0.182 1.203 4.199 0.511 -0.148 -1.423
H 0.429 3.189 4.015 0.054 -0.059 0.051
H -0.432 2.849 5.524 0.092 -0.115 0.009
H -2.585 2.757 4.352 -0.017 0.032 0.000
H -1.743 4.215 3.877 -0.059 0.004 0.001
H -1.515 3.425 1.792 -0.065 -0.009 -0.035
H -3.896 2.789 2.168 -0.020 -0.040 0.014
H -2.994 1.991 0.881 -0.040 0.064 -0.007
H -3.645 0.833 3.653 -0.028 0.012 -0.004
H -4.275 0.355 2.084 -0.056 0.011 0.076
H -2.298 -1.485 4.586 0.025 0.001 0.033
H -0.661 -1.551 3.920 -0.039 -0.066 0.012
H -2.051 0.899 5.099 0.061 0.068 0.053
H -0.754 -0.002 5.856 0.114 0.135 -0.019
H 0.772 0.966 4.474 -0.006 0.029 0.052
C 1.353 -5.278 -2.808 -0.266 -0.153 -0.080
C 1.594 -3.868 -3.251 0.106 0.286 -0.038
C 2.187 -2.928 -2.413 -0.116 -0.248 -0.065
C 2.440 -1.631 -2.832 0.105 0.306 -0.314
C 2.099 -1.227 -4.124 -0.150 -0.809 0.476
N 2.339 0.057 -4.630 0.031 0.782 0.008
C 2.846 1.197 -4.015 -0.158 -0.650 -0.914
O 3.629 1.921 -4.569 -0.059 0.228 0.264
N 2.352 1.507 -2.748 -0.087 0.117 0.577
C 1.184 1.097 -2.135 -0.036 -0.017 -0.176
C 0.077 0.602 -2.829 -0.144 -0.063 0.003
C -1.029 0.166 -2.122 0.210 0.093 0.076
C -1.037 0.253 -0.745 -0.318 -0.120 -0.073
N 0.005 0.778 -0.090 0.060 0.182 1.354
C 1.092 1.190 -0.749 0.203 0.160 -0.130
C 1.506 -2.168 -4.974 -0.031 0.449 0.042
C 1.257 -3.454 -4.542 0.027 -0.191 0.185
H 1.863 -5.502 -1.873 0.033 -0.012 -0.013
H 1.681 -5.986 -3.569 0.098 -0.001 0.060
H 0.285 -5.464 -2.666 0.037 0.024 0.060
H 2.491 -3.231 -1.418 0.025 0.027 -0.002
H 2.968 -0.957 -2.171 0.019 0.019 0.028
H 2.444 0.119 -5.630 0.271 -0.071 -0.080
H 2.879 2.243 -2.301 0.096 -0.028 -0.013
H 0.082 0.567 -3.909 0.045 -0.037 0.027
H -1.890 -0.238 -2.635 -0.008 -0.012 0.012
H -1.876 -0.097 -0.165 0.037 0.004 -0.060
H 1.903 1.594 -0.161 -0.026 -0.061 -0.112
H 1.246 -1.874 -5.985 -0.004 -0.043 -0.010
H 0.802 -4.164 -5.221 0.026 0.021 -0.043
Cl 2.282 1.150 2.164 -0.938 0.062 0.251
```
Forces are in eV/Å.

Löwdin atomic charge list, values in e, 6 entries:
1. Au 0.88
2. C -0.16
3. C -0.16
4. N -0.13
5. C -0.24
6. C -0.37

---

Entry 5:
C19H27AuNPS as an isolated structure. Source: OMol25; level of theory: the ωB97M-V functional and the def2-TZVPD basis.

As for the HOMO energy: -7.27 eV. For the HOMO-LUMO gap, the calculation gives 7.87 eV.

XYZ file:
```
50
Properties=species:S:1:pos:R:3:forces:R:3
Au -0.061 -0.378 0.165 0.189 0.647 -0.093
S 1.218 0.641 -1.585 0.054 -0.088 0.084
C 0.318 -0.213 -2.809 -0.027 -0.224 0.071
C 0.373 0.122 -4.168 -0.032 -0.071 -0.058
C -0.323 -0.653 -5.075 0.067 0.065 0.051
C -1.056 -1.748 -4.630 -0.002 -0.046 0.003
C -1.070 -2.001 -3.271 -0.032 0.195 -0.107
N -0.422 -1.250 -2.381 -0.071 -0.243 -0.126
H 0.961 0.971 -4.486 -0.004 0.001 -0.002
H -0.288 -0.411 -6.131 -0.001 0.003 0.002
H -1.595 -2.386 -5.317 0.001 0.005 0.013
H -1.629 -2.839 -2.866 -0.011 0.015 -0.003
C -0.936 -2.448 3.476 0.015 0.008 -0.043
C -2.098 -1.898 2.646 0.056 0.105 -0.024
C -3.364 -1.808 3.501 0.010 0.020 0.012
C -2.370 -2.861 1.483 0.013 0.017 -0.039
P -1.578 -0.275 1.849 -0.245 -0.385 0.317
C -3.132 0.320 1.084 0.018 -0.003 -0.066
C -4.126 1.025 1.761 -0.044 -0.034 0.032
C -5.287 1.417 1.112 0.016 -0.004 0.026
C -5.480 1.100 -0.225 -0.004 -0.001 -0.016
C -4.504 0.393 -0.910 -0.002 -0.002 0.012
C -3.337 0.011 -0.263 0.012 0.074 0.045
C -1.011 0.989 3.113 0.042 0.000 -0.029
C -1.753 1.007 4.451 -0.007 0.001 -0.003
C -1.104 2.363 2.435 -0.035 -0.005 -0.001
C 0.474 0.716 3.403 -0.001 -0.013 -0.011
H -1.168 -3.471 3.783 -0.006 0.011 -0.003
H -0.766 -1.863 4.381 0.011 -0.012 -0.004
H -0.010 -2.474 2.897 -0.009 -0.001 0.013
H -3.657 -2.818 3.800 0.016 0.006 0.010
H -4.196 -1.376 2.944 -0.001 -0.018 0.005
H -3.212 -1.227 4.409 -0.022 0.009 -0.004
H -2.556 -3.859 1.888 -0.015 0.013 0.000
H -1.518 -2.918 0.802 -0.010 -0.022 0.008
H -3.250 -2.560 0.913 0.017 0.008 -0.018
H -4.008 1.274 2.806 0.000 0.006 -0.020
H -6.043 1.971 1.654 0.005 -0.004 -0.003
H -6.385 1.410 -0.731 0.011 -0.008 0.003
H -4.639 0.147 -1.956 0.002 0.001 0.007
H -2.569 -0.516 -0.817 0.014 -0.011 -0.012
H -2.826 1.159 4.357 0.012 -0.006 0.002
H -1.358 1.831 5.051 0.002 -0.003 -0.007
H -1.586 0.089 5.014 -0.011 0.007 0.016
H -2.132 2.718 2.359 0.005 -0.011 -0.025
H -0.673 2.341 1.432 0.009 0.013 -0.003
H -0.539 3.087 3.027 -0.013 -0.015 0.007
H 0.633 -0.251 3.882 0.014 0.012 -0.021
H 0.844 1.490 4.081 -0.015 -0.015 0.004
H 1.067 0.748 2.489 0.009 0.004 0.000
```
Forces are in eV/Å.

Löwdin atomic charge list, values in e, 6 entries:
1. Au 0.46
2. S 0.45
3. C -0.81
4. C -0.11
5. C -0.09
6. C -0.09

---

Values of relative energy (zero: lowest compared OMol25 entry of this formula, charge and spin), in order: 2093.3; 0.0; 0.0; 68.1; 5.7, all in kJ/mol.
Values of M, in order: 406.5; 393.5; 665.5; 605.9; 529.4, all in g mol⁻¹.